Version i
Density functional theory data (ωB97M-V with the def2-TZVPD basis set) for C5H9N3O as an isolated structure.

Structure (XYZ):
```
18
C5H9N3O, DFT ωB97M-V with the def2-TZVPD basis set
C -2.610 0.758 0.187
C -1.296 0.367 0.018
C 0.061 0.953 0.120
C 2.406 0.853 0.008
C 1.194 -1.255 -0.172
N -3.102 -0.568 0.124
N -1.740 -0.969 -0.159
N 1.121 0.184 -0.271
O 0.264 2.129 0.346
H -3.169 1.697 0.225
H 2.255 1.854 0.150
H 2.888 0.435 0.997
H 3.054 0.635 -0.828
H 0.296 -1.685 -0.398
H 2.066 -1.401 -0.934
H 1.536 -1.489 0.776
H -3.718 -0.848 -0.658
H -1.505 -1.651 0.467
```

Summary:
**LUMO level**: 0.8 eV
**HOMO level**: -8.7 eV
**Frontier orbital gap**: 0.34996 hartree


Version ii
Density functional theory data (ωB97M-V with the def2-TZVPD basis set) for an isolated molecule of C5H9N3O.

Structure (XYZ):
```
18
C5H9N3O, DFT ωB97M-V with the def2-TZVPD basis set
N -1.379 1.610 -0.674
C -0.910 0.900 0.494
C -1.068 -0.710 0.456
O -2.066 -1.219 -0.325
C 0.386 -0.706 -0.133
C 1.810 -1.240 -0.253
N 2.566 -0.221 -0.272
N 1.876 0.952 -0.196
C 0.641 0.584 0.561
H -2.215 1.104 -0.994
H -0.766 1.545 -1.451
H -1.317 1.389 1.388
H -1.100 -1.189 1.486
H -2.102 -2.211 -0.402
H 0.146 -0.461 -1.161
H 2.181 -2.239 -0.381
H 2.458 1.682 0.238
H 0.858 0.430 1.620
```

Summary:
**LUMO level**: 0.6 eV
**HOMO level**: -8.9 eV
**Frontier orbital gap**: 0.34803 hartree


Version iii
Density functional theory data (ωB97M-V with the def2-TZVPD basis set) for an isolated molecule of C5H9N3O.

Structure (XYZ):
```
18
C5H9N3O, DFT ωB97M-V with the def2-TZVPD basis set
N 1.991 -0.153 -1.129
C 1.016 0.889 -0.728
C -0.062 0.225 0.084
C -1.469 0.493 0.258
N -2.314 1.365 -0.512
C -1.901 -0.487 1.115
O -0.899 -1.351 1.447
C 0.217 -0.946 0.787
N 1.286 -1.716 0.887
H 1.513 -0.937 -1.650
H 2.713 0.155 -1.726
H 1.632 1.566 -0.112
H 0.579 1.495 -1.515
H -3.094 1.623 0.061
H -1.801 2.193 -0.838
H -2.895 -0.630 1.501
H 2.161 -1.395 0.442
H 1.328 -2.391 1.628
```

Summary:
**LUMO level**: 1.0 eV
**HOMO level**: -6.8 eV
**Frontier orbital gap**: 0.28366 hartree


Stability summary - winner: version iii; margin: 0.0901 hartree.